# 1
DFT (ωB97M-V with the def2-TZVPD basis set) results for a structure of composition C43H34FeN7O2PS.

Properties
- ΔE to the lowest compared entry with this formula, charge and spin: 0.0 kcal/mol
- E_tot: -114175.3401 eV
- HOMO (alpha / beta): -10.14 / -9.96 eV
- 2S+1: 2
- Charge: +1
- <S²>: 0.94

Last column: Löwdin charge in e.
Positions of all 89 atoms, in Å:
1 Fe 1.409 0.533 0.165  0.659
2 C 4.374 -4.217 0.167  -0.074
3 C 5.180 -3.118 -0.094  -0.068
4 C 4.610 -1.903 -0.438  -0.023
5 C 3.226 -1.784 -0.535  -0.263
6 C 2.421 -2.886 -0.276  -0.040
7 C 2.995 -4.096 0.077  -0.056
8 N 2.678 -0.513 -0.864  0.012
9 C 2.927 0.057 -2.036  -0.243
10 C 3.536 -0.555 -3.176  -0.007
11 C 3.794 0.199 -4.277  -0.051
12 C 3.507 1.597 -4.337  -0.063
13 C 2.943 2.227 -3.272  -0.003
14 C 2.606 1.454 -2.139  -0.191
15 N 2.218 1.889 -0.926  -0.052
16 N 2.489 3.043 -0.426  0.144
17 C 2.578 2.885 0.954  -0.308
18 C 2.938 3.932 1.793  0.011
19 C 3.173 3.650 3.126  -0.037
20 C 3.049 2.346 3.600  -0.034
21 C 2.655 1.355 2.720  -0.080
22 N 2.416 1.631 1.436  0.026
23 H 4.819 -5.162 0.448  0.107
24 H 6.256 -3.203 -0.018  0.108
25 H 5.230 -1.035 -0.626  0.122
26 H 1.346 -2.792 -0.342  0.068
27 H 2.360 -4.946 0.290  0.112
28 H 3.768 -1.611 -3.144  0.124
29 H 4.238 -0.273 -5.144  0.115
30 H 3.749 2.149 -5.235  0.109
31 H 2.730 3.287 -3.273  0.117
32 H 3.053 4.924 1.381  0.122
33 H 3.468 4.444 3.799  0.119
34 H 3.254 2.101 4.631  0.116
35 H 2.504 0.321 3.011  0.127
36 O 1.130 -2.341 2.978  0.081
37 C 0.537 -1.784 2.082  -0.686
38 O 1.045 -0.758 1.444  -0.169
39 C -0.850 -2.261 1.664  -0.241
40 P -2.042 -0.887 1.372  1.100
41 C -3.553 -1.723 0.788  -0.394
42 C -4.532 -0.914 0.209  -0.128
43 C -5.706 -1.460 -0.284  -0.083
44 C -5.906 -2.833 -0.229  -0.079
45 C -4.935 -3.650 0.331  -0.071
46 C -3.768 -3.097 0.843  -0.079
47 C -2.476 -0.426 3.095  -0.343
48 C -1.445 0.019 3.929  -0.110
49 C -1.710 0.451 5.219  -0.078
50 C -3.015 0.465 5.693  -0.084
51 C -4.045 0.030 4.874  -0.077
52 C -3.778 -0.418 3.586  -0.080
53 H -1.196 -2.955 2.429  0.099
54 H -0.746 -2.811 0.722  0.086
55 H -4.369 0.158 0.155  0.090
56 H -6.463 -0.820 -0.718  0.104
57 H -6.817 -3.265 -0.622  0.107
58 H -5.087 -4.720 0.377  0.108
59 H -3.029 -3.748 1.293  0.098
60 H -0.419 0.010 3.576  0.087
61 H -0.896 0.767 5.859  0.105
62 H -3.225 0.802 6.700  0.105
63 H -5.063 0.026 5.241  0.107
64 H -4.593 -0.770 2.966  0.098
65 N -1.750 0.941 -2.458  0.159
66 C -1.272 0.580 -3.747  -0.239
67 C -1.685 1.256 -4.881  -0.009
68 C -1.162 0.888 -6.114  -0.061
69 C -0.207 -0.114 -6.202  -0.065
70 C 0.231 -0.763 -5.056  -0.078
71 C -0.329 -0.431 -3.833  -0.437
72 S 0.075 -1.271 -2.338  1.077
73 N 0.050 0.067 -1.265  -0.250
74 C -0.916 0.915 -1.391  -0.341
75 C -1.121 1.853 -0.265  -0.210
76 C -2.239 2.646 -0.125  0.009
77 C -2.436 3.320 1.075  -0.010
78 C -1.498 3.181 2.074  -0.001
79 C -0.372 2.405 1.831  -0.077
80 N -0.180 1.757 0.689  0.068
81 H -2.485 1.628 -2.449  0.131
82 H -2.411 2.057 -4.808  0.119
83 H -1.496 1.397 -7.007  0.113
84 H 0.201 -0.389 -7.165  0.113
85 H 0.985 -1.537 -5.106  0.113
86 H -2.980 2.724 -0.907  0.117
87 H -3.319 3.927 1.222  0.125
88 H -1.619 3.655 3.037  0.125
89 H 0.382 2.292 2.596  0.112


# 2
DFT (ωB97M-V with the def2-TZVPD basis set) results for a structure of composition C33H28BrClCoN4O4P.

Properties
- ΔE to the lowest compared entry with this formula, charge and spin: 9.1 kcal/mol
- E_tot: -178302.8781 eV
- HOMO (alpha / beta): -10.59 / -10.60 eV
- 2S+1: 4
- Charge: +1
- <S²>: 3.76

Last column: Löwdin charge in e.
Positions of all 73 atoms, in Å:
1 Co 0.074 -0.458 0.067  0.591
2 C -2.667 -2.829 0.281  -0.056
3 O -2.075 -1.726 -0.412  -0.180
4 C -2.333 -1.627 -1.760  -0.205
5 C -3.146 -2.467 -2.501  -0.047
6 C -3.265 -2.232 -3.869  -0.666
7 Br -4.386 -3.362 -4.879  0.795
8 C -2.572 -1.219 -4.500  -0.046
9 C -1.740 -0.386 -3.755  -0.060
10 C -1.677 -0.575 -2.385  -0.158
11 O -0.952 0.247 -1.553  -0.017
12 C -0.965 0.681 -4.400  -0.272
13 N -1.417 1.449 -5.339  0.200
14 C -0.374 2.324 -5.628  -0.216
15 C -0.307 3.355 -6.564  -0.008
16 C 0.879 4.054 -6.656  -0.083
17 C 1.982 3.743 -5.843  -0.082
18 C 1.929 2.731 -4.904  -0.014
19 C 0.724 2.045 -4.813  -0.187
20 N 0.324 0.996 -3.988  0.158
21 H -2.374 -3.775 -0.178  0.104
22 H -3.753 -2.737 0.279  0.111
23 H -2.301 -2.777 1.302  0.069
24 H -3.680 -3.287 -2.049  0.106
25 H -2.657 -1.061 -5.565  0.122
26 H -0.411 0.864 -2.084  0.104
27 H -1.154 3.587 -7.195  0.115
28 H 0.970 4.857 -7.374  0.104
29 H 2.897 4.308 -5.962  0.105
30 H 2.777 2.473 -4.283  0.115
31 H 0.993 0.381 -3.535  0.141
32 N 0.864 -2.400 -0.219  0.003
33 N 2.135 -2.272 -0.845  0.015
34 C 2.283 -1.117 -1.672  -0.717
35 O 3.055 -1.177 -2.608  0.066
36 O 1.566 -0.116 -1.314  -0.157
37 H 0.984 -2.917 0.646  0.117
38 H 0.220 -2.931 -0.805  0.115
39 H 2.446 -3.114 -1.312  0.141
40 Cl -1.416 -0.223 2.236  0.787
41 C -0.263 0.054 3.554  -0.589
42 C -0.690 -0.267 4.826  -0.089
43 C 0.190 -0.059 5.880  -0.050
44 C 1.455 0.457 5.643  -0.050
45 C 1.850 0.775 4.353  -0.051
46 C 0.987 0.584 3.275  -0.376
47 P 1.447 0.914 1.556  1.060
48 C 3.232 1.107 1.500  -0.362
49 C 4.017 -0.012 1.231  -0.082
50 C 5.398 0.105 1.205  -0.056
51 C 5.992 1.337 1.441  -0.058
52 C 5.212 2.455 1.700  -0.060
53 C 3.830 2.345 1.729  -0.077
54 C 0.730 2.532 1.159  -0.370
55 C 0.860 2.959 -0.166  -0.098
56 C 0.305 4.164 -0.561  -0.058
57 C -0.388 4.943 0.358  -0.060
58 C -0.520 4.520 1.672  -0.060
59 C 0.040 3.316 2.077  -0.075
60 H -1.681 -0.666 4.991  0.113
61 H -0.119 -0.308 6.886  0.118
62 H 2.139 0.613 6.466  0.117
63 H 2.839 1.176 4.171  0.113
64 H 3.551 -0.966 1.014  0.093
65 H 6.008 -0.760 0.985  0.113
66 H 7.070 1.427 1.411  0.113
67 H 5.679 3.415 1.873  0.112
68 H 3.221 3.220 1.918  0.113
69 H 1.412 2.352 -0.878  0.100
70 H 0.416 4.496 -1.585  0.113
71 H -0.824 5.883 0.048  0.112
72 H -1.056 5.130 2.387  0.112
73 H -0.061 2.996 3.107  0.108


# 3
DFT (ωB97M-V with the def2-TZVPD basis set) results for a structure of composition C22H27N7O3PZn.

Properties
- ΔE to the lowest compared entry with this formula, charge and spin: 22.7 kcal/mol
- E_tot: -97528.3287 eV
- HOMO: -10.12 eV
- Charge: +1

Last column: Löwdin charge in e.
Positions of all 61 atoms, in Å:
1 Zn -0.527 0.659 0.036  0.695
2 N -0.102 2.759 -0.497  -0.002
3 C 1.381 2.756 -0.504  -0.150
4 C 1.884 1.899 0.676  -0.561
5 O 2.759 2.340 1.406  0.043
6 N 1.250 0.708 0.783  -0.117
7 C 1.125 0.200 2.151  -0.153
8 C -0.360 0.270 2.621  -0.645
9 O -0.669 -0.292 3.661  0.028
10 O -1.186 0.889 1.829  -0.130
11 H -0.413 3.227 0.353  0.107
12 H -0.461 3.315 -1.265  0.089
13 H 1.738 2.337 -1.450  0.095
14 H 1.807 3.752 -0.385  0.120
15 H 1.441 -0.841 2.235  0.070
16 H 1.729 0.794 2.838  0.121
17 C -3.081 -2.898 1.002  0.002
18 C -2.094 -1.903 1.064  -0.051
19 N -1.707 -1.223 0.001  0.086
20 C -2.297 -1.476 -1.183  -0.170
21 C -3.289 -2.458 -1.345  -0.137
22 C -3.675 -3.180 -0.200  0.017
23 C -3.863 -2.678 -2.637  -0.002
24 C -3.430 -1.990 -3.718  -0.012
25 C -2.406 -1.000 -3.594  -0.140
26 C -1.909 -0.275 -4.691  0.015
27 C -0.958 0.695 -4.481  -0.027
28 C -0.525 0.946 -3.177  -0.115
29 N -0.952 0.262 -2.132  0.081
30 C -1.869 -0.709 -2.324  -0.162
31 H -3.358 -3.422 1.905  0.123
32 H -1.628 -1.656 2.012  0.110
33 H -4.445 -3.938 -0.280  0.128
34 H -4.662 -3.403 -2.728  0.125
35 H -3.868 -2.155 -4.694  0.123
36 H -2.283 -0.480 -5.686  0.129
37 H -0.557 1.272 -5.303  0.117
38 H 0.199 1.728 -2.980  0.102
39 C 2.885 -4.356 -2.401  -0.115
40 N 1.714 -3.448 -2.801  -0.069
41 C 2.298 -2.183 -3.447  -0.110
42 N 3.247 -1.567 -2.601  -0.145
43 C 4.322 -2.489 -2.254  -0.148
44 N 3.796 -3.665 -1.572  -0.153
45 C 3.260 -3.349 -0.245  -0.297
46 P 1.815 -2.141 -0.260  1.096
47 C 0.891 -3.099 -1.606  -0.261
48 C 2.646 -0.936 -1.425  -0.309
49 H 3.369 -4.670 -3.327  0.146
50 H 2.464 -5.222 -1.890  0.145
51 H 1.139 -3.932 -3.490  0.181
52 H 1.461 -1.511 -3.647  0.134
53 H 2.765 -2.494 -4.383  0.146
54 H 5.036 -1.984 -1.606  0.142
55 H 4.833 -2.801 -3.167  0.140
56 H 4.062 -2.922 0.359  0.100
57 H 2.952 -4.278 0.242  0.094
58 H 0.037 -2.508 -1.931  0.067
59 H 0.515 -4.022 -1.160  0.102
60 H 3.417 -0.413 -0.859  0.105
61 H 1.910 -0.195 -1.736  0.058